Record 1
Density functional theory data (wB97M-V/def2-TZVPD) for a cluster of 2 separate species, C12H16N2O in total.

largest force on an atom	1.98	eV/A
Kohn-Sham gap	0.3314	hartree
energy relative to the best compared isomer or geometry (same formula, charge and spin)	33.0	kcal per mole
SMILES	CCc1c[nH]cn1.Cc1ccc(O)cc1
calculated total energy	-17730.6943	eV

Last column: natural (NBO) charge in e.
CARTESIAN COORDINATES (ANGSTROEM)
C (-1.45830, -0.44701, 2.24880)  -0.601
C (-0.92158, 0.85607, 2.84553)  -0.430
C (0.06024, 1.43985, 1.89090)  0.102
C (1.41138, 1.43393, 2.02298)  -0.120
N (1.92804, 1.91558, 0.81621)  -0.540
C (0.83422, 2.50286, 0.20774)  0.186
N (-0.29020, 2.22930, 0.78820)  -0.461
H (-2.05335, -0.20190, 1.36760)  0.212
H (-2.29142, -0.85196, 2.83512)  0.205
H (-0.65392, -1.14583, 2.05050)  0.212
H (-1.74744, 1.52765, 3.09300)  0.218
H (-0.45528, 0.68883, 3.82052)  0.205
H (1.88485, 0.94486, 2.86192)  0.218
H (2.79852, 2.42986, 0.83342)  0.405
H (0.91821, 2.97271, -0.75518)  0.193
C (-2.56844, 0.39478, -1.51233)  -0.633
C (-1.32672, -0.46329, -1.47779)  -0.033
C (-1.28888, -1.67861, -0.82195)  -0.189
C (-0.08908, -2.35128, -0.60155)  -0.291
C (0.99147, -2.00825, -1.39809)  0.286
O (2.20347, -2.64855, -1.36838)  -0.678
C (0.97766, -0.80599, -2.10537)  -0.253
C (-0.18381, -0.05336, -2.16808)  -0.192
H (-2.50126, 1.10908, -0.69160)  0.238
H (-3.46462, -0.22001, -1.40053)  0.208
H (-2.65759, 0.88512, -2.47780)  0.213
H (-2.20836, -2.10872, -0.43699)  0.210
H (0.00225, -3.23152, 0.02750)  0.207
H (2.13129, -3.53569, -1.01150)  0.477
H (1.81927, -0.56988, -2.74574)  0.218
H (-0.17037, 0.85794, -2.74948)  0.208

Record 2
Density functional theory data (wB97M-V/def2-TZVPD) for a structure of composition C23H22Co2N3O6.

largest force on an atom	3.31	eV/A
Kohn-Sham gap	0.2105	hartree
energy relative to the best compared isomer or geometry (same formula, charge and spin)	10.4	kcal per mole
total charge	-1
calculated total energy	-116215.1251	eV

Last column: natural (NBO) charge in e.
CARTESIAN COORDINATES (ANGSTROEM)
C (2.67561, -0.83018, -0.56242)  -0.416
N (3.50846, -0.65246, -1.72344)  -0.436
C (4.91634, -0.94460, -1.58428)  -0.195
C (5.49040, -1.25183, -2.93627)  -0.414
C (5.17986, -0.18699, -3.94444)  -0.189
N (3.77967, 0.18603, -3.92469)  -0.460
C (3.30024, 0.87329, -5.11327)  -0.194
C (2.14212, 1.77451, -4.76009)  -0.423
C (1.15671, 1.02283, -3.87789)  -0.222
N (1.76381, 0.47635, -2.70527)  -0.587
C (2.98363, 0.02791, -2.80638)  0.602
H (1.64780, -0.64316, -0.85343)  0.280
H (2.78887, -1.84863, -0.20519)  0.178
H (2.92965, -0.16197, 0.25884)  0.181
H (5.44566, -0.10260, -1.11592)  0.170
H (4.98430, -1.80381, -0.91772)  0.203
H (6.56822, -1.33559, -2.83794)  0.208
H (5.12922, -2.22000, -3.28585)  0.207
H (5.78158, 0.70858, -3.75136)  0.171
H (5.43213, -0.53203, -4.94830)  0.193
H (4.11742, 1.44535, -5.55483)  0.189
H (2.96082, 0.15148, -5.86631)  0.176
H (2.51767, 2.65944, -4.23480)  0.199
H (1.65245, 2.14095, -5.67075)  0.204
H (0.35471, 1.69594, -3.54010)  0.206
H (0.70590, 0.22282, -4.49919)  0.166
O (-0.61593, -0.41053, 0.07600)  -0.576
C (-0.87049, 0.14602, 1.07914)  0.515
Co (-1.38040, 0.93349, 2.54413)  -0.036
C (-0.88012, -0.15852, 3.85386)  0.468
O (-0.69175, -0.92752, 4.68711)  -0.549
C (-0.58285, 2.49783, 2.79861)  0.513
O (-0.14456, 3.53888, 2.98439)  -0.529
C (-3.26171, 0.29743, 2.29468)  -0.278
C (-3.41943, -1.12374, 2.72703)  -0.093
C (-2.75706, -2.12115, 1.99304)  -0.208
C (-2.62569, -3.41363, 2.51244)  -0.213
C (-3.21099, -3.74808, 3.74411)  -0.252
C (-3.83478, -2.74267, 4.50541)  -0.228
C (-3.99814, -1.44474, 3.98193)  -0.178
C (-3.42340, 1.38652, 3.20817)  -0.250
C (-3.61242, 1.66139, 4.52464)  -0.426
Co (-4.03760, 1.82759, 1.46007)  -0.073
C (-3.86601, 1.21666, -0.19437)  0.563
O (-3.66157, 0.69308, -1.21468)  -0.543
C (-3.42131, 3.54778, 1.25924)  0.530
O (-2.93816, 4.59949, 1.20008)  -0.542
C (-5.83257, 1.98478, 1.74943)  0.512
O (-6.96708, 1.98374, 2.03562)  -0.557
H (-2.31334, -1.86424, 1.02011)  0.226
H (-2.07286, -4.16377, 1.92892)  0.203
H (-3.14800, -4.78963, 4.12236)  0.200
H (-4.22694, -2.98170, 5.50705)  0.200
H (-4.52756, -0.68968, 4.58805)  0.209
H (-4.25611, 2.51613, 4.74913)  0.204
H (-3.33444, 0.87715, 5.23562)  0.191

Record 3
Density functional theory data (wB97M-V/def2-TZVPD) for a cluster of 10 separate species, C40H60O30 in total.

largest force on an atom	12.41	eV/A
Kohn-Sham gap	0.3480	hartree
energy relative to the best compared isomer or geometry (same formula, charge and spin)	434.2	kcal per mole
SMILES	C[C@H]1COC(=O)O1.C[C@H]1COC(=O)O1.C[C@H]1COC(=O)O1.C[C@H]1COC(=O)O1.C[C@H]1COC(=O)O1.C[C@H]1COC(=O)O1.C[C@H]1COC(=O)O1.C[C@H]1COC(=O)O1.C[C@H]1COC(=O)O1.C[C@H]1COC(=O)O1
calculated total energy	-103862.9205	eV

Last column: Löwdin charge in e.
CARTESIAN COORDINATES (ANGSTROEM)
C (-5.49577, -2.08640, -0.79999)  -0.024
C (-4.05150, -1.86634, -1.29405)  -0.372
C (-3.10199, -3.00036, -1.57455)  -0.091
O (-2.59509, -2.62397, -2.83600)  -0.011
C (-3.30162, -1.54665, -3.43327)  -0.430
O (-3.11516, -1.17012, -4.54370)  0.167
O (-4.25377, -1.14136, -2.47695)  0.070
H (-6.18162, -1.29726, -0.47338)  0.075
H (-5.67865, -2.82375, 0.21535)  0.158
H (-5.93392, -2.63946, -1.57192)  0.043
H (-3.60629, -1.22084, -0.56881)  0.107
H (-3.78981, -3.89214, -1.77237)  0.162
H (-2.31836, -3.00606, -0.78910)  0.129
C (-1.08493, 0.40847, 5.00281)  -0.005
C (-0.68024, -0.52758, 3.78297)  -0.252
C (-0.93563, -1.99851, 3.99741)  -0.030
O (-2.27020, -2.13718, 3.50885)  0.121
C (-2.54942, -1.07907, 2.80119)  -0.575
O (-3.49769, -1.06679, 1.90959)  0.042
O (-1.67047, -0.18512, 2.85747)  0.080
H (-0.41765, 0.14733, 5.88607)  0.087
H (-2.10648, 0.14178, 5.43871)  0.105
H (-0.90430, 1.55123, 4.80153)  0.117
H (0.24825, -0.27969, 3.19066)  0.162
H (-0.92672, -2.29324, 5.04339)  0.166
H (-0.41944, -2.41967, 3.40831)  0.015
C (3.61236, -2.77080, 0.56844)  0.016
C (4.13363, -1.44012, 1.14022)  -0.323
C (5.33422, -1.55172, 2.12899)  -0.140
O (6.43131, -1.09726, 1.45783)  0.062
C (6.10771, -0.70302, 0.26380)  -0.532
O (6.91748, -0.24579, -0.60776)  0.095
O (4.79425, -0.80249, 0.09390)  0.062
H (2.67039, -2.25735, -0.01119)  0.134
H (3.42154, -3.42758, 1.31268)  0.036
H (4.32082, -3.11181, -0.14821)  0.090
H (3.26123, -0.63937, 1.60074)  0.194
H (5.49381, -2.71158, 2.45186)  0.171
H (5.29531, -1.05390, 3.18561)  0.151
C (0.89392, -1.32782, -3.15500)  0.001
C (1.02634, -2.81982, -3.44463)  -0.340
C (0.17667, -3.36937, -4.65007)  -0.038
O (0.96349, -4.51563, -4.96159)  0.092
C (2.14572, -4.28334, -4.53839)  -0.628
O (3.15340, -4.85175, -5.00639)  0.096
O (2.27161, -3.29383, -3.70297)  0.124
H (1.39286, -0.87669, -2.31794)  0.066
H (-0.22410, -1.07639, -2.94517)  0.111
H (1.24961, -0.67880, -3.89982)  0.068
H (0.76289, -3.34550, -2.42555)  0.178
H (0.40943, -2.71855, -5.48544)  0.131
H (-1.03853, -3.61122, -4.52437)  0.196
C (8.48006, 2.90621, 2.80550)  0.031
C (7.18146, 2.19572, 2.33236)  -0.261
C (5.96836, 2.85813, 3.00950)  -0.114
O (5.01630, 3.04324, 2.01293)  0.057
C (5.60622, 2.88545, 0.85895)  -0.607
O (4.97385, 3.01950, -0.11769)  0.182
O (6.89283, 2.48949, 1.01454)  0.101
H (9.22904, 2.53883, 2.35644)  0.022
H (8.76088, 2.84846, 3.71559)  0.030
H (8.47829, 3.91946, 2.55994)  0.091
H (7.11734, 0.99801, 2.51326)  0.193
H (6.10192, 3.97399, 3.32097)  0.164
H (5.36215, 2.56285, 3.82067)  0.115
C (1.00912, -6.04787, 0.91089)  -0.007
C (0.09991, -5.38571, 1.94846)  -0.317
C (-1.35304, -5.32904, 1.57127)  -0.049
O (-1.86353, -6.48703, 2.28524)  0.082
C (-1.01169, -6.80917, 3.18251)  -0.708
O (-1.46408, -7.58733, 4.02358)  0.109
O (0.04927, -6.19353, 3.07085)  0.161
H (2.00950, -6.33109, 1.10039)  0.066
H (0.90581, -5.42985, 0.05092)  0.061
H (0.69833, -7.01952, 0.35495)  0.130
H (0.43032, -4.38139, 2.14694)  0.128
H (-1.49925, -5.84561, 0.61093)  0.142
H (-1.93191, -4.30247, 1.88979)  0.187
C (-4.14462, 2.36793, 1.75882)  -0.018
C (-4.35192, 2.99616, 3.14118)  -0.265
C (-5.84696, 3.11183, 3.39536)  -0.045
O (-6.02660, 1.89465, 4.28370)  0.080
C (-4.84555, 1.46870, 4.65105)  -0.683
O (-4.82432, 0.77598, 5.67253)  0.098
O (-3.84924, 2.09521, 4.20592)  0.116
H (-3.17380, 1.91965, 1.27769)  0.096
H (-4.46038, 3.30592, 0.99452)  0.152
H (-4.88404, 1.66164, 1.55101)  0.048
H (-3.97979, 3.96620, 3.40252)  0.140
H (-6.70494, 3.01482, 2.50622)  0.192
H (-6.13812, 4.07199, 3.79529)  0.109
C (0.70229, 5.65086, -1.72038)  0.025
C (-0.58095, 5.14714, -0.91043)  -0.301
C (-1.79410, 6.08307, -1.03181)  0.053
O (-2.73810, 5.02341, -1.62460)  0.137
C (-2.24340, 3.88692, -1.58902)  -0.646
O (-2.85087, 2.78173, -1.81209)  0.053
O (-1.02253, 3.87730, -1.19137)  0.105
H (0.16043, 6.05322, -2.51399)  0.046
H (1.48551, 4.80427, -2.10113)  0.162
H (1.06065, 6.37909, -1.24819)  -0.010
H (-0.15182, 5.28175, 0.09687)  0.147
H (-1.73620, 6.90667, -1.81222)  0.153
H (-2.26675, 6.73557, -0.41788)  0.090
C (1.95746, 1.76778, 0.04512)  0.028
C (0.69295, 0.98431, 0.55145)  -0.273
C (-0.65246, 0.84882, -0.27204)  -0.062
O (-0.89446, -0.52543, -0.29866)  0.095
C (0.07618, -1.14736, 0.24331)  -0.682
O (0.03251, -2.37263, 0.28397)  0.099
O (0.96404, -0.38380, 0.75147)  0.077
H (2.06853, 1.50941, -0.90600)  0.018
H (2.70353, 1.60291, 0.84431)  0.077
H (1.56099, 3.01009, -0.07341)  0.175
H (0.50165, 1.50304, 1.53680)  0.150
H (-0.60983, 1.28536, -1.41113)  0.167
H (-1.44408, 1.48382, 0.13314)  0.097
C (-2.75512, 1.62453, -6.59488)  0.009
C (-2.21473, 2.21280, -5.25892)  -0.274
C (-1.14538, 1.38351, -4.45718)  -0.169
O (-0.02409, 2.12126, -4.38264)  0.115
C (-0.23710, 3.33935, -4.82723)  -0.488
O (0.48926, 4.33460, -4.71883)  0.109
O (-1.46876, 3.36259, -5.44382)  0.066
H (-1.81732, 1.39974, -7.33120)  0.148
H (-3.34432, 2.28196, -7.24917)  0.080
H (-3.32780, 0.83060, -6.51868)  -0.002
H (-2.95515, 2.49955, -4.49628)  0.146
H (-0.97357, 0.40898, -4.75463)  0.086
H (-1.56321, 0.91701, -3.59397)  0.098

Question: Among the records above, which one has the highest calculated total energy?
Answer: C12H16N2O

Question: Kohn-Sham gap of number 2 (C23H22Co2N3O6)?
Answer: 0.2105 hartree

Question: Which value of calculated total energy does entry 3 give?
Answer: -103862.9205 eV